{
  "formula": "H34O17",
  "method": "ωB97M-V with the def2-TZVPD basis set",
  "species": ["O", "H", "H", "O", "H", "H", "O", "H", "H", "O", "H", "H", "O", "H", "H", "O", "H", "H", "O", "H", "H", "O", "H", "H", "O", "H", "H", "O", "H", "H", "O", "H", "H", "O", "H", "H", "O", "H", "H", "O", "H", "H", "O", "H", "H", "O", "H", "H", "O", "H", "H"],
  "positions_angstrom": [[-4.792, 2.809, 20.124], [-4.251, 3.469, 20.542], [-5.687, 3.042, 20.272], [-1.952, 1.880, 20.060], [-1.035, 2.081, 20.130], [-2.097, 0.928, 20.116], [0.765, 3.965, 17.655], [-0.015, 4.230, 17.190], [0.646, 4.044, 18.616], [-2.434, -0.447, 18.765], [-2.896, -1.249, 19.088], [-2.057, -0.750, 17.915], [-4.707, 0.127, 21.196], [-4.710, 1.053, 21.002], [-5.164, -0.320, 20.468], [-4.622, 1.105, 17.842], [-3.996, 0.859, 18.482], [-5.094, 1.812, 18.273], [-1.205, 1.687, 16.916], [-0.372, 1.440, 17.373], [-1.706, 1.971, 17.657], [-2.826, 4.007, 18.356], [-2.762, 3.487, 19.142], [-2.453, 4.887, 18.536], [0.215, -1.760, 19.701], [-0.549, -1.348, 20.093], [-0.077, -2.479, 19.152], [-2.844, 1.511, 22.965], [-2.493, 2.096, 22.322], [-3.755, 1.720, 23.192], [-0.660, 3.396, 22.402], [-0.301, 3.739, 23.270], [-0.505, 2.431, 22.338], [-1.903, -1.117, 21.662], [-1.952, -1.536, 22.459], [-2.610, -0.478, 21.664], [0.847, 2.058, 20.117], [1.425, 2.827, 20.369], [1.001, 1.422, 20.811], [0.303, 0.817, 22.443], [0.583, 1.022, 23.351], [-0.335, 0.126, 22.717], [1.048, 0.460, 18.022], [1.060, 1.038, 18.784], [0.650, -0.325, 18.333], [-2.900, 4.555, 21.265], [-2.820, 5.492, 21.429], [-2.124, 4.128, 21.684], [-0.170, 5.338, 20.180], [-0.591, 4.878, 20.937], [-0.840, 5.517, 19.520]],
  "forces_ev_per_angstrom": [[0.34, -1.40, -0.22], [0.60, 0.87, 0.41], [-1.34, 0.56, 0.25], [-1.79, 0.40, 0.64], [1.58, -0.07, -0.16], [0.33, 0.06, -0.44], [1.41, -0.22, 0.69], [-0.92, -0.03, -0.05], [-0.48, 0.27, -0.72], [-0.21, -1.65, -0.11], [0.27, 0.65, -0.08], [-0.14, 0.79, 0.29], [0.08, -1.72, 0.26], [-0.02, 1.27, -0.65], [0.09, 0.39, 0.17], [-1.57, 0.03, -1.37], [1.68, -0.62, 1.10], [-0.10, 0.53, 0.00], [1.09, -0.68, -0.40], [-0.01, -0.09, -0.83], [-1.29, 0.70, 0.80], [0.14, 1.37, -1.37], [0.27, -0.50, 0.91], [-0.43, -0.75, 0.04], [1.11, 0.21, -0.01], [-0.81, 0.00, 0.29], [-0.34, -0.39, -0.19], [-0.15, -1.47, 1.53], [-0.12, 1.03, -1.11], [0.16, 0.24, -0.36], [0.54, 1.01, 1.29], [-0.67, -0.86, -1.46], [0.28, 0.22, 0.19], [1.03, 1.37, -3.24], [-0.32, -1.95, 3.32], [-0.95, 0.61, 0.11], [0.94, 1.90, 0.31], [-0.84, -0.97, -0.54], [0.07, -0.57, 0.59], [-0.54, -0.62, 1.86], [0.67, 0.38, -0.36], [-0.19, -0.01, -1.28], [0.71, 0.93, -1.27], [0.26, 0.44, 0.21], [-0.56, -1.65, 0.66], [0.08, -0.41, 0.16], [-0.06, 0.37, 0.12], [-0.39, 0.09, 0.04], [0.31, -0.25, 0.85], [0.37, 0.28, -0.95], [-0.19, -0.08, 0.07]],
  "mulliken_charge": [-0.52, 0.23, 0.26, 2.24, -0.08, -0.63, -0.61, 0.31, 0.30, -0.52, 0.25, 0.26, -0.66, 0.30, 0.30, -0.64, 0.19, 0.39, -0.73, 0.43, 0.19, -0.67, 0.05, 0.23, -0.68, 0.32, 0.31, -0.68, 0.21, 0.27, -0.61, 0.22, 0.25, -0.65, 0.25, 0.26, -0.80, 0.30, 0.23, -0.59, 0.30, 0.23, -0.79, 0.51, 0.37, -0.73, 0.34, 0.34, -0.70, 0.31, 0.28],
  "homo_energy_ev": -9.33,
  "de_lowest_ev": 1.506,
  "orbital_gap_ev": 8.77,
  "total_energy_ha": -1299.47462
}

=====

{
  "formula": "C3H9N2",
  "method": "ωB97M-V with the def2-TZVPD basis set",
  "species": ["C", "C", "C", "N", "N", "H", "H", "H", "H", "H", "H", "H", "H", "H"],
  "positions_angstrom": [[0.786, -1.149, 0.834], [-0.030, 1.295, -1.201], [-1.154, 0.767, 0.834], [1.252, -2.212, 0.204], [-1.200, 1.024, -0.422], [1.219, -1.223, 1.785], [0.778, 0.823, -0.705], [-0.103, 1.002, -2.281], [0.226, 2.394, -1.180], [-2.057, 0.686, 1.493], [-0.227, 0.870, 1.364], [1.927, -2.821, 0.733], [-2.218, 1.087, -0.812], [0.800, -2.543, -0.647]],
  "forces_ev_per_angstrom": [[-0.59, -1.53, -2.05], [0.43, 1.97, -1.73], [-0.19, 0.78, 0.99], [-0.07, 0.20, 1.66], [-3.83, 0.04, 0.16], [1.01, 0.55, 1.77], [0.83, -0.84, 0.27], [-0.21, 0.03, 1.21], [-0.57, -0.99, -0.04], [0.64, -0.31, -1.19], [0.13, -0.01, -0.14], [-0.99, 0.30, -1.34], [2.70, -0.26, 0.36], [0.70, 0.07, 0.06]],
  "mulliken_charge": [-0.28, -0.64, -0.30, -0.28, -0.03, 0.14, 0.23, 0.31, 0.30, 0.30, 0.39, 0.28, 0.34, 0.23],
  "charge": 1,
  "homo_energy_ev": -13.04,
  "de_lowest_ev": 3.740,
  "orbital_gap_ev": 8.81,
  "total_energy_ha": -228.84938
}

=====

{
  "formula": "C23H15BaO5Sb",
  "method": "ωB97M-V with the def2-TZVPD basis set",
  "species": ["O", "C", "Ba", "O", "C", "C", "O", "C", "O", "C", "O", "C", "C", "C", "C", "C", "C", "Sb", "C", "C", "C", "C", "C", "C", "C", "C", "C", "C", "C", "C", "H", "H", "H", "H", "H", "H", "H", "H", "H", "H", "H", "H", "H", "H", "H"],
  "positions_angstrom": [[0.103, -0.212, -7.724], [0.070, -0.232, -6.579], [-0.428, -0.442, -2.645], [2.397, -3.212, -3.864], [1.632, -2.384, -3.679], [-1.756, 2.028, -3.597], [-2.379, 2.979, -3.746], [-2.409, -2.245, -3.673], [-3.290, -2.965, -3.823], [1.936, 1.281, -3.646], [2.833, 1.963, -3.826], [-0.887, 4.423, 2.116], [0.255, 4.165, 1.341], [0.583, 2.856, 0.953], [-0.230, 1.795, 1.358], [-1.366, 2.035, 2.126], [-1.696, 3.345, 2.502], [0.138, -0.142, 0.459], [2.153, -0.591, 1.051], [3.119, -0.748, 0.045], [4.463, -0.898, 0.406], [4.859, -0.912, 1.753], [3.875, -0.775, 2.747], [2.520, -0.610, 2.399], [-1.692, -1.252, 0.881], [-1.600, -2.501, 1.507], [-2.738, -3.325, 1.588], [-3.957, -2.920, 1.032], [-4.028, -1.668, 0.412], [-2.909, -0.829, 0.329], [-1.127, 5.449, 2.423], [0.911, 4.982, 1.037], [1.461, 2.693, 0.325], [-2.002, 1.200, 2.404], [-2.580, 3.531, 3.104], [2.860, -0.734, -1.015], [5.208, -0.998, -0.387], [5.914, -1.030, 2.015], [4.180, -0.786, 3.792], [1.749, -0.484, 3.152], [-0.638, -2.821, 1.914], [-2.676, -4.288, 2.092], [-4.841, -3.552, 1.111], [-4.968, -1.313, -0.003], [-3.022, 0.145, -0.166]],
  "forces_ev_per_angstrom": [[-0.08, -0.05, 3.26], [0.04, 0.04, -3.11], [0.08, 0.12, -0.91], [-2.22, 2.46, 0.46], [2.42, -2.67, -0.51], [-2.29, 3.48, -0.49], [2.09, -3.12, 0.40], [-3.62, -2.98, -0.58], [3.06, 2.48, 0.41], [2.58, 1.97, -0.41], [-2.48, -1.90, 0.43], [0.27, -0.48, -0.14], [0.00, -0.18, 0.10], [-0.24, 0.53, 0.12], [-0.03, -0.34, -0.43], [-0.06, 0.28, -0.06], [0.33, 0.10, -0.11], [0.05, 1.39, 0.67], [-0.28, -0.40, 0.39], [0.17, 0.03, 0.55], [0.05, 0.02, 0.03], [-0.81, 0.05, -0.25], [-0.03, 0.05, -0.33], [0.65, -0.09, -0.22], [0.88, -0.46, 0.31], [-0.53, -0.14, -0.17], [0.17, 0.18, -0.04], [0.54, 0.45, 0.13], [-0.01, 0.08, -0.02], [0.02, -0.21, -0.25], [0.08, -0.56, -0.18], [-0.23, -0.20, 0.09], [-0.13, 0.01, 0.21], [-0.04, 0.15, 0.12], [0.09, -0.09, -0.06], [-0.03, 0.00, 0.17], [-0.19, 0.01, 0.31], [-0.45, 0.05, -0.07], [-0.19, 0.01, -0.19], [0.26, -0.02, 0.11], [-0.41, -0.06, 0.00], [0.05, 0.19, -0.10], [0.25, 0.16, -0.06], [0.10, -0.12, 0.08], [0.10, -0.23, 0.31]],
  "mulliken_charge": [-0.10, 0.12, 1.69, 0.05, -0.06, -0.19, 0.09, -0.17, 0.09, -0.01, 0.03, -0.53, -0.53, -0.74, 0.58, -0.40, -0.53, 0.99, 0.36, -0.39, -0.45, -0.57, -0.58, -0.32, 0.35, -0.72, -0.52, -0.54, -0.63, -0.37, 0.39, 0.39, 0.37, 0.46, 0.41, 0.16, 0.37, 0.40, 0.39, 0.45, 0.41, 0.42, 0.44, 0.42, 0.55],
  "charge": 2,
  "homo_energy_ev": -13.92,
  "orbital_gap_ev": 6.59,
  "total_energy_ha": -1526.78611
}

=====

{
  "formula": "C25H27N4O2PRhS",
  "method": "ωB97M-V with the def2-TZVPD basis set",
  "species": ["Rh", "O", "C", "O", "C", "C", "C", "C", "C", "C", "S", "H", "H", "H", "H", "C", "C", "C", "C", "N", "C", "C", "C", "C", "C", "C", "N", "H", "H", "H", "H", "H", "H", "H", "H", "C", "P", "C", "C", "H", "H", "H", "H", "H", "H", "H", "H", "H", "N", "C", "C", "C", "C", "C", "N", "H", "H", "H", "H", "H", "H"],
  "positions_angstrom": [[-0.137, 0.221, 0.105], [-2.918, 1.227, 2.125], [-1.882, 0.586, 2.411], [-0.665, 0.975, 2.126], [-2.047, -0.689, 3.168], [-2.719, -0.601, 4.406], [-2.826, -1.716, 5.204], [-2.499, -2.996, 4.732], [-1.951, -3.114, 3.475], [-1.706, -1.974, 2.671], [-0.967, -2.274, 1.177], [-2.983, 0.350, 4.845], [-3.237, -1.634, 6.208], [-2.643, -3.840, 5.369], [-1.756, -4.047, 3.023], [0.911, -1.801, -3.961], [2.170, -2.326, -3.782], [2.669, -2.316, -2.461], [1.974, -1.750, -1.411], [0.791, -1.227, -1.609], [0.241, -1.243, -2.829], [2.595, -1.515, -0.070], [3.774, -2.080, 0.382], [4.433, -1.734, 1.578], [3.781, -0.796, 2.330], [2.594, -0.218, 1.876], [2.030, -0.592, 0.689], [0.474, -1.634, -4.931], [2.726, -2.760, -4.606], [3.629, -2.800, -2.319], [-0.759, -0.847, -3.015], [4.272, -2.861, -0.166], [5.380, -2.236, 1.832], [4.132, -0.460, 3.299], [2.123, 0.533, 2.508], [0.646, 3.072, -2.357], [1.290, 1.988, -1.055], [1.897, 3.199, 0.125], [2.860, 1.478, -1.838], [1.423, 3.771, -2.654], [-0.155, 3.658, -1.938], [0.341, 2.517, -3.241], [2.564, 3.894, -0.389], [2.482, 2.692, 0.920], [1.065, 3.710, 0.643], [3.442, 2.381, -1.999], [2.655, 1.035, -2.800], [3.423, 0.785, -1.199], [-1.996, 2.786, -0.176], [-2.645, 1.826, -0.910], [-3.798, 2.105, -1.596], [-4.552, 1.098, -2.149], [-4.044, -0.201, -2.052], [-2.882, -0.395, -1.364], [-2.125, 0.601, -0.856], [-2.378, 3.712, -0.265], [-1.903, 2.468, 0.786], [-4.176, 3.118, -1.684], [-5.449, 1.363, -2.669], [-4.554, -1.083, -2.426], [-2.438, -1.388, -1.234]],
  "forces_ev_per_angstrom": [[0.31, -0.20, 0.12], [1.73, -0.97, 0.48], [-0.65, 1.54, -0.88], [-0.58, -0.68, -0.45], [-1.08, -0.15, 0.84], [1.33, 0.11, -0.45], [-0.53, -0.83, 0.33], [0.47, 0.72, -0.45], [-0.73, 0.67, 0.58], [0.24, 0.26, 0.35], [0.10, 0.57, -0.45], [-0.12, 0.20, -0.38], [0.05, 0.11, -0.18], [-0.09, -0.49, 0.17], [0.31, -0.99, -0.18], [-0.59, 1.37, 1.15], [-0.17, -0.09, 1.33], [0.71, -0.93, -1.24], [1.34, -0.30, -0.03], [-2.35, 0.90, -0.51], [0.92, -0.97, -1.21], [0.60, 0.04, 0.55], [1.51, -1.03, 0.08], [-0.86, -0.54, -1.34], [-0.35, 1.01, 0.93], [0.18, -1.13, -1.10], [-0.59, 1.48, 1.91], [-0.17, -0.37, -0.16], [0.06, 0.10, 0.20], [0.00, 0.27, 0.26], [0.27, 0.14, 0.59], [-0.13, -0.12, -0.50], [-0.65, 0.42, 0.04], [0.19, -0.07, -0.10], [-0.36, -0.16, -0.50], [0.31, 0.07, -0.09], [-0.22, -0.15, -0.03], [0.16, 0.06, 1.17], [-0.02, -0.14, 0.52], [0.20, 0.05, -0.08], [-0.53, 0.04, -0.03], [-0.23, -0.04, 0.05], [-0.14, 0.21, 0.13], [-0.26, 0.19, -0.45], [0.39, -0.12, -0.42], [0.21, 0.06, -0.04], [0.00, -0.33, -0.28], [-0.11, 0.20, -0.26], [0.62, 0.12, -0.18], [0.76, 0.25, 0.75], [-1.56, 0.40, -0.96], [1.08, -0.06, -0.12], [-0.76, -0.53, 0.11], [1.20, -0.35, -0.04], [-0.68, -0.48, 0.08], [-0.17, 0.03, 0.18], [0.08, 0.23, 0.23], [0.20, 0.03, 0.28], [-0.40, -0.22, -0.15], [-0.08, 0.29, -0.05], [-0.36, 0.26, -0.11]],
  "lowdin_spin": [2.41, 0.04, 0.02, 0.11, 0.11, -0.01, 0.12, -0.01, 0.09, 0.09, 0.63, 0.00, 0.01, 0.00, 0.00, 0.00, 0.00, 0.00, 0.01, 0.07, 0.01, 0.01, 0.00, 0.00, 0.00, 0.00, 0.07, 0.00, 0.00, 0.00, 0.00, 0.00, 0.00, 0.00, 0.00, 0.02, 0.08, 0.01, 0.01, 0.00, 0.00, 0.00, 0.00, 0.00, 0.00, 0.00, 0.00, 0.00, 0.01, 0.01, 0.00, 0.00, 0.00, 0.01, 0.07, 0.00, 0.00, 0.00, 0.00, 0.00, 0.01],
  "charge": 1,
  "homo_energy_ev": [-10.22, -11.23],
  "de_lowest_ev": 0.000,
  "orbital_gap_ev": [7.31, 6.51],
  "multiplicity": 5,
  "total_energy_ha": -2188.25875,
  "s_squared": 6.035
}

=====

{
  "formula": "C3H3FP2",
  "method": "ωB97M-V with the def2-TZVPD basis set",
  "species": ["C", "C", "C", "F", "P", "P", "H", "H", "H"],
  "positions_angstrom": [[1.005, 1.865, 0.268], [0.869, -0.930, -0.586], [-2.128, -0.129, -0.083], [-2.030, 1.079, -0.613], [1.750, 0.516, -0.079], [-0.684, -0.941, 0.321], [1.229, 2.698, 0.847], [1.411, -1.975, -0.543], [-1.423, -2.185, 0.469]],
  "forces_ev_per_angstrom": [[-0.94, -0.84, -0.70], [-0.62, -1.94, 1.33], [-0.69, 1.35, -0.23], [-0.12, -0.14, -0.13], [1.67, -0.78, -0.20], [0.13, -1.84, -0.02], [0.23, 1.38, 0.65], [-0.86, 2.37, -0.45], [1.21, 0.45, -0.25]],
  "mulliken_charge": [-0.33, -0.34, -0.09, -0.09, -0.01, 0.09, 0.36, 0.30, 0.11],
  "homo_energy_ev": [-8.33, -8.63],
  "de_lowest_ev": 6.912,
  "orbital_gap_ev": [6.00, 7.26],
  "total_energy_ha": -898.35845
}

=====

{
  "formula": "C7H5NO",
  "method": "ωB97M-V with the def2-TZVPD basis set",
  "species": ["C", "C", "C", "C", "C", "C", "C", "N", "O", "H", "H", "H", "H", "H"],
  "positions_angstrom": [[3.088, -0.661, -0.637], [-2.497, 0.950, -0.279], [-1.180, 1.480, -0.429], [2.495, -1.176, 1.792], [2.795, -0.779, 0.685], [-2.282, -0.361, -0.053], [-0.304, 0.434, -0.165], [3.289, -0.579, -1.759], [-1.021, -0.677, 0.011], [-3.420, 1.421, -0.559], [-1.029, 2.430, -0.986], [2.230, -1.670, 2.789], [-2.941, -1.232, -0.101], [0.777, 0.419, -0.310]],
  "forces_ev_per_angstrom": [[-0.68, -0.31, 4.86], [1.47, 1.76, -0.93], [-2.54, 1.61, -1.10], [-2.17, -1.72, 5.45], [0.76, 0.77, -4.01], [-2.48, -2.02, -0.07], [1.50, 0.63, -0.15], [0.70, 0.43, -4.35], [2.25, -1.53, 0.62], [-0.13, 0.07, 0.25], [0.44, -0.74, 1.10], [0.90, 1.10, -2.24], [0.05, 0.54, 0.31], [-0.05, -0.59, 0.26]],
  "lowdin_spin": [0.12, 0.06, 0.20, 0.38, 0.25, 0.25, 0.33, 0.27, 0.08, 0.00, 0.01, 0.04, 0.01, 0.01],
  "homo_energy_ev": [-3.82, -8.30],
  "de_lowest_ev": 4.451,
  "orbital_gap_ev": [3.54, 3.60],
  "multiplicity": 3,
  "total_energy_ha": -399.38726,
  "s_squared": 2.018
}

=====

What did the sixth record say?
{
  "formula": "C7H5NO",
  "method": "ωB97M-V with the def2-TZVPD basis set",
  "species": ["C", "C", "C", "C", "C", "C", "C", "N", "O", "H", "H", "H", "H", "H"],
  "positions_angstrom": [[3.088, -0.661, -0.637], [-2.497, 0.950, -0.279], [-1.180, 1.480, -0.429], [2.495, -1.176, 1.792], [2.795, -0.779, 0.685], [-2.282, -0.361, -0.053], [-0.304, 0.434, -0.165], [3.289, -0.579, -1.759], [-1.021, -0.677, 0.011], [-3.420, 1.421, -0.559], [-1.029, 2.430, -0.986], [2.230, -1.670, 2.789], [-2.941, -1.232, -0.101], [0.777, 0.419, -0.310]],
  "forces_ev_per_angstrom": [[-0.68, -0.31, 4.86], [1.47, 1.76, -0.93], [-2.54, 1.61, -1.10], [-2.17, -1.72, 5.45], [0.76, 0.77, -4.01], [-2.48, -2.02, -0.07], [1.50, 0.63, -0.15], [0.70, 0.43, -4.35], [2.25, -1.53, 0.62], [-0.13, 0.07, 0.25], [0.44, -0.74, 1.10], [0.90, 1.10, -2.24], [0.05, 0.54, 0.31], [-0.05, -0.59, 0.26]],
  "lowdin_spin": [0.12, 0.06, 0.20, 0.38, 0.25, 0.25, 0.33, 0.27, 0.08, 0.00, 0.01, 0.04, 0.01, 0.01],
  "homo_energy_ev": [-3.82, -8.30],
  "de_lowest_ev": 4.451,
  "orbital_gap_ev": [3.54, 3.60],
  "multiplicity": 3,
  "total_energy_ha": -399.38726,
  "s_squared": 2.018
}